Entry from the Open Molecules 2025 dataset: the ion C8H15N2O2 with charge +1 in a non-equilibrium geometry (ωB97M-V/def2-TZVPD).

Last column: Löwdin charge in e.
Geometry (Å):
1 H 1.0472 -0.4079 -1.6104  0.051
2 H -2.0265 -0.3502 0.1979  0.140
3 H -0.4110 -1.0544 -1.9795  0.120
4 O -0.3102 1.2748 -0.2247  0.096
5 H -1.5516 -2.0430 -0.4115  0.137
6 N 0.1474 -0.9964 0.1747  -0.257
7 H -1.5783 2.9793 -1.9614  0.110
8 H -0.2802 1.6311 1.9817  0.098
9 H -0.0668 2.6786 -2.9527  0.190
10 C -1.3347 -1.2590 0.4415  0.015
11 N 3.2815 1.2202 0.3227  0.193
12 C -0.4838 3.0524 -1.8498  0.081
13 H 0.9713 -2.1122 -1.4636  0.116
14 H 0.8559 -1.8768 2.0641  0.085
15 H -0.3095 -0.0930 2.4528  0.099
16 C 2.2893 1.6069 -0.1227  -0.346
17 H 2.0337 -1.3520 1.1880  0.096
18 C 0.4540 -1.1678 -1.3037  0.028
19 C 0.3170 0.7185 1.9542  -0.031
20 H 1.0164 -2.9366 0.7990  0.109
21 H -0.0798 4.0819 -1.7973  0.117
22 H -1.5860 -1.5702 1.4290  0.079
23 C 0.2293 2.2154 -0.8512  -0.353
24 C 0.5639 0.4096 0.5318  -0.369
25 O 1.4983 2.3615 -0.8672  0.191
26 H 1.3443 0.8778 2.4598  0.127
27 C 1.1442 -1.8996 1.0296  0.079

Atomic forces in eV per Å
2.365 2.185 -0.514
1.760 -1.403 0.296
-0.127 -0.503 0.827
-1.954 0.205 -0.660
-0.197 1.174 2.309
0.595 0.460 0.423
0.619 0.014 0.770
0.248 0.071 0.481
-0.826 0.733 2.831
-1.118 -0.377 -3.696
1.249 0.626 -0.010
1.073 -0.244 -2.947
-0.281 -0.006 -0.044
-1.167 0.196 0.523
0.930 1.143 -0.158
0.197 -2.502 1.408
1.670 0.010 -1.351
-1.763 -2.108 0.419
0.640 -0.668 1.629
0.712 -0.355 -0.996
-0.551 -0.443 0.069
0.302 -0.525 0.584
-0.905 -0.365 -1.707
0.779 0.102 -0.075
0.273 1.715 -0.587
-1.838 -0.298 -0.342
-2.685 1.164 0.518

Computed properties:
Charge: +1
Energy above the lowest of the compared OMol25 structures with the same formula, charge and spin (kJ/mol): 509.6

Entry from the Open Molecules 2025 dataset: a structure of composition C37H47CdCl3N4O5S2Si in a non-equilibrium geometry (ωB97M-V/def2-TZVPD).

Last column: Löwdin charge in e.
Geometry (Å):
1 H -0.1045 0.3443 -4.6364  0.066
2 C -6.1858 -0.8959 1.9005  -0.097
3 H 2.6253 2.9370 -0.1704  0.085
4 N 1.0346 -4.0874 1.2027  -0.063
5 H 2.9924 -4.3807 0.5543  0.140
6 H 3.6126 0.8396 1.2682  0.090
7 H -1.0137 5.1018 0.2263  0.092
8 C -1.5637 1.8725 -4.1576  -0.639
9 Cl 0.4230 -1.4677 7.3096  0.689
10 S 4.5114 1.0889 4.7459  1.006
11 H 2.7757 2.1981 -4.3978  0.086
12 C -6.6892 -1.6896 0.8689  -0.115
13 H 3.3003 2.5551 3.2291  0.068
14 H 3.3720 -3.8980 4.3424  0.127
15 N -0.8026 -3.3079 0.2600  0.000
16 H -3.3604 2.0197 -5.3466  0.086
17 C 3.1522 1.8810 -3.4238  -0.033
18 C 5.0712 -0.3604 4.0032  -0.977
19 H 4.1829 2.4842 -0.9050  0.094
20 H -6.2532 -2.6467 -0.9661  0.097
21 C 2.9299 -2.7707 1.9873  -0.289
22 C -0.7050 2.8803 1.7863  -0.034
23 N -4.0737 -3.1590 -2.1537  0.108
24 H -3.1693 -4.1019 -3.8614  0.108
25 C 3.9848 0.6992 2.2743  -0.146
26 H 0.5237 4.3278 -0.2071  0.075
27 Cl 6.0165 -1.4828 4.8785  0.681
28 H -1.1096 3.1256 -5.8561  0.089
29 C 4.7133 -0.4523 2.6889  -0.322
30 H 2.6698 -2.0206 1.2314  0.121
31 O 1.1403 2.6908 -2.3704  -0.154
32 H -2.8165 2.8880 -0.9443  0.078
33 H -6.8399 -0.5725 2.7008  0.101
34 H -0.1270 -0.4536 4.7262  0.112
35 H -3.3759 3.0274 -3.8842  0.086
36 C 0.6424 -1.2086 4.6413  -0.111
37 H -1.3171 0.6300 -5.9042  0.089
38 C -1.1569 0.5606 -4.8275  -0.035
39 H -0.8181 4.3220 -1.3543  0.082
40 H -4.4639 0.1012 2.6895  0.110
41 C -1.1103 -3.7809 1.5127  -0.135
42 C 0.4862 -3.5081 0.1105  -0.217
43 C -3.0819 -3.3627 -3.0857  -0.081
44 C -0.5615 4.2581 -0.2958  -0.026
45 H 2.6179 4.8562 -1.7490  0.081
46 O 4.3447 -2.8530 2.1036  -0.100
47 C -2.1051 -2.4743 -2.7803  -0.175
48 Si 0.0515 1.5790 -1.8729  -0.193
49 C -1.0644 2.9478 0.3043  -0.629
50 H -3.0976 3.6049 0.6628  0.091
51 C 2.0372 -2.8802 5.6727  -0.086
52 H -1.1379 3.7270 2.3202  0.088
53 C 3.8019 1.6015 3.2708  -0.402
54 O -0.4275 1.8056 -0.3061  -0.253
55 C -3.6841 -2.1663 -1.3086  -0.280
56 C 2.5693 2.7664 -2.3222  -0.644
57 O -2.7249 -0.5069 1.0017  -0.263
58 H 1.0484 -3.2701 -0.7804  0.111
59 C 1.2084 -1.5015 3.4114  -0.550
60 H 4.2411 1.9481 -3.4255  0.088
61 H -7.7260 -1.9976 0.8616  0.094
62 C -4.4878 -1.7013 -0.1837  -0.095
63 H 2.3607 -3.4169 6.5534  0.110
64 H -3.5903 1.2721 -3.7515  0.086
65 C 2.5966 -3.1491 4.4364  -0.025
66 H -1.1474 -2.3137 -3.2468  0.079
67 H -4.9185 -3.6947 -2.0869  0.141
68 H -1.0763 3.9741 -4.2960  0.091
69 H 4.8121 -1.3663 0.7676  0.132
70 N -2.4913 -1.7349 -1.6904  -0.030
71 O -1.3008 1.8234 -2.7536  -0.143
72 H 2.8688 1.2908 -0.7802  0.033
73 C -3.0725 2.0635 -4.2954  -0.028
74 C 2.4556 -4.1428 1.4718  -0.052
75 C 2.9279 4.2267 -2.5847  -0.026
76 C -5.8441 -2.0663 -0.1470  -0.063
77 H -1.0885 1.9536 2.2167  0.067
78 C -4.8665 -0.5192 1.8985  -0.027
79 H -2.1174 -3.7394 1.8939  0.107
80 C 0.0151 -4.2649 2.1106  -0.063
81 H 4.0043 4.3337 -2.7233  0.087
82 C -3.9584 -0.9038 0.8783  -0.383
83 C 1.0805 -1.8828 5.7671  -0.665
84 C 2.2190 -2.4520 3.2948  -0.198
85 H 0.2504 2.8943 -4.7363  0.068
86 H 2.6670 -4.9088 2.2168  0.136
87 C -2.5748 2.8184 0.1165  -0.016
88 H 0.3807 2.8919 1.9069  0.077
89 S 0.7895 -0.3847 -1.7705  0.253
90 H 2.4173 4.5731 -3.4840  0.087
91 H 0.1751 -4.7082 3.0782  0.126
92 Cd -1.1164 -0.8379 -0.2861  1.223
93 C -0.8255 3.0427 -4.8063  -0.026
94 C 5.0338 -1.6290 1.8083  -0.140
95 H -1.7563 -0.2587 -4.4304  0.066
96 H -2.9005 1.8438 0.4815  0.066
97 Cl 0.6104 -0.6500 2.0210  0.749
98 C 3.1022 2.3411 -0.9525  -0.050
99 H 6.0926 -1.8739 1.8903  0.126
100 H 2.8595 0.8441 -3.2574  0.045

Atomic forces in eV per Å
0.016 -0.032 -0.050
0.032 -0.031 -0.053
0.052 -0.003 0.023
-0.040 -0.077 -0.070
-0.027 -0.055 0.007
-0.012 -0.030 0.037
-0.027 -0.008 0.011
-0.163 -0.008 -0.379
-0.091 0.008 0.122
0.074 -0.239 -0.205
0.023 0.017 -0.008
-0.144 -0.063 -0.002
-0.045 -0.033 -0.040
0.073 0.001 0.063
0.112 0.015 -0.032
-0.034 0.026 -0.003
-0.161 0.016 0.135
-0.143 0.332 -0.065
-0.002 0.019 0.009
-0.049 0.003 0.012
0.000 -0.150 -0.165
0.011 -0.144 -0.169
0.034 0.026 0.044
0.013 0.001 0.009
-0.108 -0.011 -0.042
0.002 0.044 0.019
-0.007 -0.152 0.091
-0.006 0.006 -0.003
-0.081 -0.365 0.160
-0.038 -0.009 0.039
0.120 -0.026 -0.034
-0.065 0.030 0.006
0.021 0.005 0.019
0.003 -0.007 -0.050
-0.008 -0.003 0.008
-0.125 0.159 0.066
0.001 -0.022 -0.011
0.010 0.113 0.210
-0.004 0.037 -0.003
0.024 -0.018 0.000
0.079 -0.051 0.084
-0.092 -0.099 -0.018
0.057 0.021 -0.061
0.090 -0.199 -0.082
-0.024 0.004 -0.009
-0.245 0.223 0.386
-0.052 -0.069 -0.079
0.214 -0.278 0.242
-0.247 0.181 0.223
-0.009 0.013 -0.009
0.112 -0.022 0.002
0.011 -0.002 0.024
0.022 0.114 0.135
-0.064 0.293 0.113
0.155 -0.060 -0.197
0.282 0.068 -0.029
-0.163 0.061 0.275
0.096 0.103 0.091
0.130 -0.252 0.188
0.009 -0.009 -0.025
0.001 0.028 -0.024
-0.080 0.148 0.275
-0.028 0.024 0.024
-0.023 0.004 -0.010
0.009 0.121 -0.010
-0.017 0.017 -0.012
-0.045 0.019 0.070
0.009 0.013 -0.012
0.088 0.091 0.017
-0.913 -0.315 -0.517
0.018 0.042 -0.042
0.014 -0.057 0.036
0.143 -0.026 0.108
0.211 0.290 -0.019
-0.149 -0.064 -0.003
0.135 0.033 -0.042
-0.023 0.011 0.017
0.047 0.034 -0.007
0.025 0.013 0.033
-0.237 0.011 0.022
0.012 0.018 0.016
-0.155 -0.129 -0.064
0.051 -0.086 -0.182
0.367 0.258 -0.248
0.045 0.043 -0.046
-0.035 -0.058 -0.049
0.193 -0.106 -0.099
-0.004 0.038 0.023
0.172 0.045 -0.187
0.039 0.009 -0.017
0.061 0.022 -0.003
0.496 0.118 -0.136
-0.019 -0.079 0.209
-0.078 -0.083 -0.187
0.032 -0.037 -0.008
-0.055 0.023 0.059
0.350 0.255 0.249
-0.256 0.010 -0.142
-0.040 -0.082 -0.025
0.040 -0.027 -0.029

Computed properties:
Charge: 0
DFT total energy (eV): -127017.4626

Entry from the Open Molecules 2025 dataset: a structure of composition C55H48IN4O2P2Ti in a non-equilibrium geometry (ωB97M-V/def2-TZVPD).

Last column: Löwdin spin population.
Geometry (Å):
1 C -2.3779 -1.2757 -1.0311  0.009
2 C 0.9778 3.0164 -0.4099  0.003
3 H 2.2179 -3.5942 -1.0559  0.000
4 C 4.3455 -0.3549 -4.9386  0.000
5 C 1.1868 -2.4308 0.3907  -0.001
6 C 2.7431 3.0235 1.3772  -0.001
7 N 0.0517 2.0954 -1.1596  -0.001
8 H 4.1882 2.9035 2.9619  0.000
9 P 0.5526 -2.3129 -2.4474  0.005
10 H -5.3482 3.7884 5.1317  0.000
11 C 1.6739 0.5210 -2.2789  0.002
12 C -3.1281 -0.9487 3.8292  0.000
13 C 1.6825 2.3877 0.7683  0.007
14 C -3.9708 2.7844 3.8082  0.000
15 C 3.4905 -1.7367 -2.9479  0.000
16 H -0.8119 -4.2099 3.1501  0.000
17 C -5.0906 -3.6767 1.0449  0.000
18 C -4.3976 -1.8872 5.6922  0.000
19 H -1.9619 2.1638 -3.3490  0.000
20 H 1.4939 -0.3892 2.5001  0.001
21 H 0.5420 -4.0587 -0.7962  0.000
22 C 2.9127 1.1749 2.8808  -0.001
23 H -5.0820 -5.5927 0.0671  0.000
24 H 4.4331 -1.0339 -6.8986  0.000
25 H 1.7106 3.4505 -1.0912  0.000
26 H -5.9093 1.7143 6.3526  0.000
27 H -2.0204 -3.2330 -3.3207  0.000
28 H -0.2926 -0.0806 4.1974  0.000
29 H -1.2599 -7.1780 -4.8054  0.000
30 H -4.8141 -1.8135 2.0536  0.000
31 H -3.7139 3.6931 3.2811  0.000
32 H 3.3853 0.6464 3.6981  0.000
33 C 0.0068 -1.1226 4.2782  0.000
34 H -6.1679 -3.5694 1.0093  0.000
35 H -3.1059 2.8759 -2.2602  0.000
36 H 3.0851 3.9819 1.0053  0.000
37 C -0.2925 -3.4250 3.6791  0.000
38 C 3.3604 2.4170 2.4625  0.009
39 H 3.2649 -0.6253 0.3305  0.000
40 C 2.0207 -1.6927 -3.4879  0.000
41 C -2.2398 2.2141 -2.2933  0.001
42 H -1.5762 3.2736 -0.5599  0.000
43 H 2.4032 -2.3344 -6.9039  0.000
44 H 1.1589 -6.8607 -4.3928  0.000
45 H -4.6523 -2.7563 6.2840  0.000
46 H -1.7353 -1.9608 -0.5104  0.000
47 C -4.9001 2.8412 4.8636  0.000
48 C -2.9315 -2.8094 1.7201  0.000
49 H -5.6706 -0.5508 6.7545  0.000
50 C -2.3285 -3.9105 1.1116  0.000
51 C -3.5927 -1.7237 -1.4854  -0.001
52 P -1.9735 -1.4105 2.4328  0.000
53 H 4.4303 -2.1569 -0.9878  0.000
54 N 1.2158 1.2098 1.2088  0.001
55 H -2.6135 -5.7701 0.0765  0.000
56 C -1.1560 2.9099 -1.4943  0.000
57 H -0.8301 3.7849 -2.0638  0.000
58 C 0.9220 -4.8879 -3.5974  0.000
59 C -4.9547 -0.6738 5.9503  0.000
60 H 1.1317 2.4434 -2.9730  0.000
61 C -3.0987 -4.9077 0.5180  0.000
62 C 1.8479 0.5947 2.2237  0.010
63 C -2.7057 0.8342 -1.8894  0.007
64 C -4.6066 0.4609 5.1869  0.000
65 C -5.2035 1.7005 5.5310  0.000
66 H -3.8811 -2.7503 -1.3004  0.000
67 C 2.1889 -0.0946 -3.5371  0.000
68 N 1.9533 0.1897 -1.0782  0.006
69 C -3.9532 0.4492 -2.3613  -0.001
70 H 1.5121 -0.7065 5.7452  0.000
71 H 4.0990 -2.5413 -3.3549  0.000
72 H -2.8520 -5.3634 -4.2692  0.000
73 H -5.3877 -1.1396 -2.5241  0.001
74 H 1.9862 -4.7612 -3.4249  0.000
75 C -0.9018 -6.2486 -4.3817  0.000
76 C -1.3258 -4.0370 -3.5405  0.000
77 C -0.6566 -2.0933 3.5224  0.000
78 C -3.4886 -2.0057 4.6318  0.000
79 H -1.2489 -3.9993 1.0864  0.000
80 H 2.1880 -3.0848 5.9679  0.000
81 C 0.0309 -3.8559 -3.2913  0.002
82 C -1.7936 -5.2329 -4.0803  0.000
83 Ti -0.1575 0.2407 0.0370  0.934
84 H 0.9942 -2.7567 -5.1357  0.000
85 H 1.0023 -4.8183 4.6659  0.000
86 O 1.8809 -2.6735 1.3286  -0.003
87 H 1.7709 0.3866 -4.4200  0.000
88 N -1.9179 -0.0136 -1.2006  0.002
89 C -4.4815 -4.8043 0.5027  0.000
90 C 1.3938 -2.8054 5.2874  0.000
91 C -4.3227 -2.6851 1.6373  0.000
92 C -3.6670 0.3500 4.1047  0.000
93 C 0.4597 -6.0713 -4.1467  0.000
94 H 0.3830 3.8435 -0.0230  0.000
95 C 3.8890 -1.0698 -5.9624  0.000
96 C 3.0043 -0.7029 -0.7152  0.000
97 I -2.0272 1.9714 1.8693  0.003
98 C 3.6528 -1.5764 -1.4735  0.001
99 H -3.0632 -2.9826 4.4373  0.000
100 C -3.3983 1.5990 3.4607  0.000
101 O 0.2587 -1.4349 0.4226  -0.013
102 H 5.2532 0.2241 -5.0644  0.000
103 C 1.8776 -2.1717 -4.9181  0.000
104 C 1.2121 -3.2049 -0.9197  0.000
105 C 2.6817 -1.9020 -5.9495  0.000
106 C 1.0212 -1.4720 5.1554  0.000
107 C -4.4151 -0.8360 -2.1578  0.010
108 C 3.7307 -0.3222 -3.5721  0.000
109 H 4.2901 0.3516 -2.9276  0.000
110 C 0.6529 1.6143 -2.4401  0.004
111 C 0.7309 -3.7761 4.5544  0.000
112 H -4.5469 1.1691 -2.9097  0.000
113 H -0.1335 1.2207 -3.0847  0.000

Atomic forces in eV per Å
0.025 0.140 -0.084
0.020 -0.247 0.013
0.010 -0.149 0.041
-0.027 0.101 0.137
-0.161 -0.194 -0.662
0.119 0.118 0.054
0.505 0.389 -0.181
-0.006 -0.012 -0.022
0.066 -0.388 -0.136
0.008 -0.025 -0.017
0.038 0.039 -0.263
0.022 0.179 -0.310
-0.139 -0.074 -0.038
-0.147 0.087 0.126
-0.029 0.043 -0.126
-0.024 -0.020 -0.045
0.054 -0.027 -0.027
0.046 -0.072 -0.017
-0.005 -0.004 -0.025
-0.052 0.012 -0.030
-0.050 -0.023 -0.017
0.103 -0.015 0.061
0.014 0.027 -0.005
-0.012 0.000 0.028
0.036 0.007 -0.048
0.025 -0.007 -0.017
0.011 -0.043 -0.010
0.002 0.000 0.009
0.010 0.023 0.004
-0.003 -0.051 0.040
-0.031 -0.012 0.031
-0.025 0.018 -0.029
0.015 -0.046 0.060
0.028 -0.021 0.020
-0.005 0.028 -0.044
-0.003 -0.045 0.017
0.005 0.022 0.072
-0.019 0.028 -0.034
-0.076 0.002 0.060
-0.035 0.236 0.179
0.047 -0.098 0.092
0.038 0.003 0.065
-0.006 0.021 0.017
-0.024 0.019 0.012
0.011 0.018 -0.005
0.086 0.016 0.060
0.002 0.115 -0.022
0.032 0.096 0.024
0.030 0.002 -0.027
-0.032 0.006 -0.104
-0.140 -0.099 -0.047
-0.321 -0.003 0.592
-0.044 0.008 -0.002
0.803 0.717 0.889
-0.003 0.029 0.016
-0.069 -0.158 0.005
0.015 0.063 0.011
-0.017 -0.049 -0.020
-0.049 0.000 0.053
-0.059 0.083 -0.082
0.086 0.056 -0.001
-0.136 0.131 0.016
0.110 0.102 -0.028
0.084 0.067 -0.100
-0.003 -0.102 0.045
0.032 0.041 0.012
0.105 -0.207 0.148
-0.130 -0.272 -0.237
-0.097 -0.017 -0.075
-0.021 -0.030 -0.005
0.014 0.002 0.063
0.036 0.005 -0.002
0.025 0.016 0.006
-0.034 -0.009 0.007
0.020 0.031 0.002
-0.003 0.026 -0.052
0.025 -0.015 -0.164
-0.019 -0.008 0.052
0.030 -0.031 0.074
-0.030 0.008 -0.011
0.004 0.048 0.073
0.009 0.049 0.034
-0.715 0.322 -0.183
0.065 -0.010 0.002
-0.011 0.029 -0.003
0.043 0.024 0.267
-0.073 -0.005 0.019
-0.710 -0.131 -0.299
-0.061 0.066 0.017
0.002 0.023 -0.024
0.031 -0.103 0.075
-0.089 0.140 0.020
0.010 -0.022 0.013
-0.065 0.053 -0.029
-0.124 -0.138 -0.100
-0.121 0.317 0.232
0.020 0.232 -0.014
0.074 -0.086 -0.225
0.007 0.000 -0.027
0.134 -0.348 -0.161
0.965 -1.628 0.334
-0.042 0.003 -0.008
0.019 0.110 0.068
-0.053 0.538 -0.046
0.129 0.066 -0.003
-0.035 -0.016 -0.031
0.004 0.037 -0.009
-0.040 -0.049 -0.130
0.048 -0.018 0.016
-0.026 -0.180 0.071
-0.032 0.015 -0.028
-0.004 -0.013 0.029
-0.074 0.068 0.015

Computed properties:
Charge: +2
Energy above the lowest of the compared OMol25 structures with the same formula, charge and spin (kJ/mol): 337.2
Multiplicity: 2